DFT (the ωB97M-V functional and the def2-TZVPD basis) results for a 10-piece molecular cluster, C32H58Cl8O12S3 overall.

```
113
Properties=species:S:1:pos:R:3:forces:R:3
C -0.446 3.733 5.438 0.51 -0.80 0.50
C 0.474 2.555 5.863 -1.17 0.00 0.47
C -0.481 1.398 6.180 -0.15 -0.25 -0.16
S -1.913 2.164 7.058 -0.20 -0.78 -2.86
O -1.821 1.875 8.440 0.06 0.13 1.63
O -3.142 1.820 6.334 1.29 0.56 0.67
C -1.439 3.847 6.621 0.61 0.61 -0.33
H -0.958 3.533 4.497 0.12 0.07 -0.06
H 0.244 4.574 5.361 -0.65 0.47 -0.14
H 0.892 2.823 6.834 0.33 0.20 0.02
H 1.322 2.366 5.205 -0.35 -0.27 -0.20
H -0.029 0.619 6.794 -0.22 0.12 0.18
H -0.946 0.924 5.316 0.18 0.10 -0.19
H -0.829 4.289 7.409 -0.49 -0.12 0.46
H -2.345 4.427 6.446 0.12 -0.07 -0.02
C 1.978 -4.852 2.815 -0.43 0.66 -0.70
C 2.217 -6.296 3.276 0.19 1.02 0.55
C 3.529 -6.708 2.677 0.67 -0.22 -1.13
S 4.567 -5.186 2.495 0.46 0.31 0.35
O 4.759 -5.005 1.043 -0.01 0.04 1.95
O 5.704 -5.201 3.444 -1.78 0.09 -1.73
C 3.207 -4.020 3.107 0.97 -1.83 0.84
H 1.153 -4.448 3.400 -0.27 0.12 -0.47
H 1.843 -4.752 1.738 -0.75 -0.37 -0.07
H 1.369 -6.937 3.033 0.22 -0.07 -0.05
H 2.308 -6.213 4.359 -0.10 -0.39 0.19
H 3.366 -7.005 1.641 0.06 0.10 -0.13
H 4.107 -7.523 3.112 -0.04 0.35 0.47
H 3.288 -2.990 2.759 0.01 -0.37 -0.24
H 3.256 -4.102 4.193 0.78 0.57 0.15
C 7.042 1.635 -2.081 -0.86 0.86 1.48
C 6.708 0.172 -1.773 0.68 -0.11 -1.23
C 7.936 -0.499 -1.181 1.49 0.52 0.66
S 9.447 0.659 -1.478 -0.86 0.53 -0.35
O 10.472 -0.047 -2.247 -0.79 0.60 1.10
O 9.793 1.453 -0.268 -0.74 -1.58 -2.23
C 8.443 1.719 -2.663 -0.02 0.16 0.65
H 6.936 2.204 -1.158 0.76 0.04 0.44
H 6.214 2.120 -2.597 0.34 -0.28 -1.00
H 6.544 -0.238 -2.769 -0.31 -0.52 0.10
H 5.818 0.012 -1.164 0.10 0.22 -0.06
H 8.260 -1.434 -1.640 -0.19 0.09 -0.02
H 7.866 -0.630 -0.102 0.10 0.02 -0.03
H 8.450 1.358 -3.691 0.38 -0.54 0.19
H 8.891 2.713 -2.683 -0.10 -0.01 0.29
O 1.041 1.704 -2.395 -1.88 -1.11 3.40
C 0.459 1.314 -1.366 2.56 -0.66 -3.45
O 0.667 -0.014 -0.929 -0.16 1.44 0.32
C -0.125 -0.263 0.238 -1.45 -0.13 -0.21
C -1.140 0.861 0.310 -0.96 1.36 -0.11
C -0.506 2.034 -0.491 0.38 -0.49 0.73
H 0.354 -0.330 1.215 1.06 0.10 -0.45
H -0.694 -1.187 0.129 0.42 -0.26 -0.31
H -1.377 1.057 1.356 0.16 0.46 -0.04
H -2.110 0.640 -0.133 0.16 -0.41 -0.25
H 0.087 2.688 0.149 0.10 0.04 0.13
H -1.100 2.700 -1.118 -0.40 -0.36 0.21
O 1.231 -2.780 -7.059 1.26 -2.07 3.22
C 1.556 -3.428 -6.045 0.14 2.01 -2.90
O 2.817 -3.361 -5.478 -1.07 0.14 -2.37
C 2.819 -4.016 -4.255 0.48 0.18 2.15
C 1.606 -4.915 -4.164 0.44 -0.96 -0.66
C 0.693 -4.323 -5.217 -0.51 0.16 1.13
H 2.781 -3.195 -3.538 -0.16 -0.17 0.56
H 3.743 -4.552 -4.035 0.15 0.07 -0.56
H 1.235 -5.015 -3.144 -0.22 0.24 -0.20
H 1.832 -5.920 -4.520 0.42 -0.12 0.28
H 0.034 -3.658 -4.658 -0.68 0.04 -0.58
H 0.181 -5.095 -5.791 -0.24 0.52 -0.05
O -9.898 -2.152 2.490 0.23 1.77 -0.01
C -9.561 -0.987 2.390 -0.42 -2.20 -0.03
O -8.907 -0.561 1.283 0.57 0.24 -0.25
C -8.270 0.703 1.528 -0.12 0.39 -1.60
C -8.543 1.014 2.938 -0.06 1.09 2.30
C -9.740 0.156 3.371 0.42 -0.85 -0.94
H -8.620 1.495 0.866 -0.87 -0.30 -0.22
H -7.214 0.721 1.257 0.17 -0.86 0.31
H -8.703 2.084 3.075 -0.02 -0.03 0.12
H -7.666 0.755 3.531 -0.10 -0.07 0.26
H -10.730 0.544 3.130 0.06 0.45 0.13
H -9.756 -0.263 4.378 0.17 0.36 -0.05
Cl -3.581 -4.373 3.461 0.74 -0.55 -0.21
C -4.668 -3.207 4.195 -0.11 0.41 0.67
C -4.763 -3.405 5.747 -0.68 0.21 -1.92
Cl -3.270 -2.899 6.519 0.42 -0.06 0.24
H -5.581 -3.347 3.616 -0.36 0.09 0.71
H -4.281 -2.215 3.960 -0.01 -0.03 0.17
H -4.973 -4.458 5.934 0.08 0.19 0.30
H -5.549 -2.752 6.125 -0.05 -0.24 0.04
Cl 5.545 3.850 -7.303 0.46 0.18 0.03
C 4.396 2.506 -7.608 0.32 0.70 0.28
C 2.998 3.142 -7.731 -0.03 -0.44 0.71
Cl 2.965 4.317 -9.077 -0.32 -0.47 0.01
H 4.616 1.861 -6.758 -0.95 -0.10 0.03
H 4.788 1.989 -8.484 -0.56 0.19 -0.19
H 2.678 3.694 -6.847 0.82 0.26 0.15
H 2.178 2.425 -7.754 0.25 -0.34 -0.98
Cl -4.110 2.112 -7.496 -0.10 -0.05 -0.09
C -3.807 0.454 -6.966 1.44 -0.64 0.74
C -3.118 0.401 -5.571 -1.20 0.67 -0.56
Cl -4.242 1.229 -4.403 0.55 -0.55 0.06
H -3.074 0.014 -7.643 -0.12 0.07 -0.27
H -4.707 -0.158 -7.015 -0.06 0.35 0.20
H -2.174 0.945 -5.541 -0.19 0.04 -0.16
H -2.938 -0.632 -5.271 -0.27 0.09 0.10
Cl -3.186 6.923 -2.772 -0.15 0.88 1.02
C -2.858 7.967 -1.288 0.23 -0.87 0.63
C -4.017 8.094 -0.281 -0.58 -0.24 -2.09
Cl -4.461 6.500 0.421 0.31 0.61 0.17
H -2.525 8.952 -1.614 -0.10 -0.17 -0.13
H -2.053 7.426 -0.791 0.18 0.29 -0.16
H -4.870 8.383 -0.895 -0.26 0.00 0.26
H -3.883 8.903 0.437 0.38 -0.52 0.30
```
Forces are in eV/Å.

total energy	-191376.6461	eV
structure (SMILES)	O=S1(=O)CCCC1.O=S1(=O)CCCC1.O=S1(=O)CCCC1.O=C1CCCO1.O=C1CCCO1.O=C1CCCO1.ClCCCl.ClCCCl.ClCCCl.ClCCCl
charge	0
E_HOMO	-0.369	Ha
frontier orbital gap	9.591	eV
LUMO energy	-0.017	hartree